(1)
The following is a quantum chemistry calculation of 4 unconnected molecules or ions with the total composition C22H45N4O8 in a non-equilibrium geometry, from the Open Molecules 2025 dataset.

Calculated values
LUMO ... -4.106 eV
E_tot ... -45874.1730 eV
Maximum force ... 6.1 eV/A
Relative energy (zero: lowest compared OMol25 entry of this formula, charge and spin) ... 316.5 kJ/mol

```
! wB97M-V def2-TZVPD RIJCOSX def2/J DEFGRID3
* xyz 1 1
H 1.365 -5.751 5.268
O -0.006 -5.351 3.142
C -2.500 4.058 -1.704
H 4.784 -0.315 -8.218
C 1.648 -2.266 3.738
C -3.068 3.703 0.790
H -5.076 -2.554 3.649
H 2.799 2.697 -3.099
C -1.852 2.283 -3.132
H 4.557 -1.078 -3.498
O 4.258 0.413 -6.395
H -3.440 3.395 2.988
C 3.819 1.370 -0.526
H -2.186 -4.109 3.652
H -3.728 -2.739 2.387
H -6.956 -0.723 1.225
H -2.286 4.537 0.945
H 1.612 -2.310 4.830
O 2.643 2.020 -0.451
H 3.223 3.978 -0.910
O 0.842 -3.304 3.155
H -1.653 2.361 -0.359
H 2.547 -1.704 -6.657
H 4.795 2.909 -1.727
C 2.380 3.297 -1.054
H -3.497 2.249 -0.855
C -3.791 1.372 1.924
H -2.548 0.450 3.519
H -2.262 -0.432 1.844
H 1.181 -1.320 3.452
C -5.475 -0.165 2.526
H -3.944 1.018 0.833
O 3.998 0.367 0.133
H 4.788 1.268 -2.415
C 4.862 1.848 -1.493
O 4.258 1.312 -4.372
C 1.994 3.144 -2.512
H 4.341 -1.867 -5.038
O -0.652 2.114 -3.446
H -1.580 4.722 -1.562
H 2.928 -1.164 -4.214
H -3.427 4.737 -1.598
H 2.238 -4.242 5.212
C -3.023 2.781 2.102
H -2.478 1.333 -2.934
C 1.835 -5.038 4.589
C 4.204 0.312 -5.057
N -5.221 1.291 2.427
C 3.011 -1.318 -7.567
N -3.110 -2.326 4.414
H 3.563 -3.243 3.440
H 5.091 -1.436 -6.911
H -5.871 1.815 1.818
H -2.171 -3.908 5.491
N -6.617 -0.804 2.199
H -4.133 4.103 0.689
N -4.212 -0.659 3.017
H 3.097 -2.135 -8.285
H 1.130 2.482 -2.608
C 4.369 -0.706 -7.287
H -2.185 -1.928 4.179
H 3.654 -1.482 3.605
C 0.806 -4.576 3.597
H 1.746 4.114 -2.949
C -2.822 -3.811 4.554
H -3.777 -4.419 4.681
H -1.929 2.556 2.393
H 1.539 3.726 -0.505
H -7.144 -1.428 2.833
C -4.079 -2.117 3.281
C 3.063 -2.304 3.197
H 2.331 -0.563 -7.971
H 3.055 -2.225 2.107
C 3.991 -1.036 -4.430
C -3.013 0.082 2.527
H 5.845 1.695 -1.046
H 2.650 -5.529 4.054
O -2.510 3.541 -3.063
C -2.617 2.934 -0.562
*
```



(2)
The following is a quantum chemistry calculation of 2 unconnected molecules or ions with the total composition C2H9O2 in a non-equilibrium geometry, from the Open Molecules 2025 dataset.

Calculated values
LUMO ... -3.739 eV
E_tot ... -6305.9998 eV
Maximum force ... 5.7 eV/A
Relative energy (zero: lowest compared OMol25 entry of this formula, charge and spin) ... 153.1 kJ/mol

```
! wB97M-V def2-TZVPD RIJCOSX def2/J DEFGRID3
* xyz 1 1
C -1.027 -1.029 -0.333
C -1.694 -0.758 1.025
H -0.570 0.782 -1.011
H -2.597 -1.477 1.119
H -0.345 -1.868 -0.344
H -0.832 -0.875 1.758
H 0.891 0.661 -0.558
O 2.290 1.163 -0.222
O -0.038 0.228 -0.359
H 3.035 0.721 0.049
H -2.111 0.294 0.880
H 2.470 2.172 -0.308
H -1.631 -0.809 -1.093
*
```



(3)
The following is a quantum chemistry calculation of a molecular structure, C42H50IrN6O4Sb in a non-equilibrium geometry, from the Open Molecules 2025 dataset.

Calculated values
LUMO (alpha / beta) ... -6.643 / -9.815 eV
E_tot ... -70843.7790 eV
Maximum force ... 1.7 eV/A
Relative energy (zero: lowest compared OMol25 entry of this formula, charge and spin) ... 29.4 kJ/mol

```
! wB97M-V def2-TZVPD RIJCOSX def2/J DEFGRID3
* xyz 3 6
C -2.916 6.094 -0.513
N 1.402 -3.551 1.598
O -1.191 1.558 -0.801
H -5.586 3.889 -1.683
H 2.724 -5.583 -3.558
H -4.060 -3.255 3.558
H -0.131 5.140 -2.248
N 0.875 -2.722 -0.518
H 4.142 1.568 -2.922
C 0.605 0.243 3.053
C -2.348 1.547 -1.341
H -0.642 3.526 -2.791
C 2.086 -4.741 -3.342
H 0.087 -2.530 -4.959
C -5.700 2.826 -1.462
C -5.331 0.381 -3.218
C 2.114 -1.540 4.608
H 0.627 4.632 1.736
C 1.077 -3.163 -1.769
H 1.777 1.135 -2.445
C 2.552 -4.113 3.673
H 5.905 0.367 -1.722
H -1.670 -2.439 -0.236
C 3.167 -1.077 -0.318
C -2.961 -2.477 1.906
H 2.742 5.367 -0.630
C 1.940 -4.290 -2.033
C -2.634 -1.347 1.167
C -3.429 5.065 1.598
Ir 0.157 -0.335 -0.125
H 3.459 -4.493 5.572
H 7.276 -1.940 0.783
H 1.959 -0.558 5.020
C 2.975 -3.766 4.943
H 7.061 -0.297 0.137
H -2.610 -3.444 1.582
H 0.975 4.128 -3.200
H -4.908 -1.047 4.271
H -6.015 2.715 -0.421
H 0.025 0.091 3.966
H -3.116 7.163 1.328
C -2.960 4.857 -1.133
H -3.707 2.937 1.557
C -3.910 0.004 2.693
C 1.732 -2.855 0.510
H -2.430 -0.156 -2.752
C 4.539 -0.806 -0.548
C 3.877 0.864 -2.148
H -3.632 5.151 2.655
N -4.471 2.123 -1.695
H 3.585 3.948 -1.276
C -2.941 0.633 -2.238
H 3.567 -2.373 1.242
H -2.344 -1.037 -0.807
C -3.478 3.823 0.986
H -0.941 3.944 1.263
C -3.782 -2.368 3.013
H -0.335 5.401 0.454
Sb 0.980 3.303 -0.609
H 1.537 -4.480 -5.381
H -0.228 -1.710 -2.619
N 2.874 -2.152 0.534
C 0.576 -3.017 -4.130
C 2.537 0.636 -1.855
N -1.847 -1.459 -0.019
O 2.506 -4.836 -0.951
H -2.839 0.777 1.011
H 7.139 -1.695 -0.977
C 1.669 -1.872 3.335
H 0.625 -4.196 1.548
H 3.574 -6.270 -0.041
H -6.469 2.415 -2.110
C -3.145 6.197 0.850
C -3.107 -0.102 1.574
C 1.415 -4.115 -4.374
H -5.694 1.060 -3.989
C 6.799 -1.349 0.003
H -6.177 0.116 -2.582
C 2.916 4.305 -0.504
O 5.402 -1.559 0.153
H 1.475 0.869 3.272
H 4.175 -5.853 -1.665
H -4.957 -0.518 -3.701
C 4.873 0.174 -1.483
C 3.283 -6.021 -1.059
H -4.276 0.970 3.006
C 0.192 4.125 -2.450
C 2.155 -0.306 -0.893
C 0.394 -2.568 -2.849
H -2.725 6.979 -1.098
H -2.810 4.776 -2.199
C -3.229 3.722 -0.375
H 3.353 4.125 0.471
N -3.323 2.459 -1.032
H -0.016 0.727 2.290
O 0.997 -1.004 2.492
H 2.717 -5.107 3.290
H 3.070 -2.204 6.394
H 2.699 -6.842 -1.479
C -0.055 4.458 0.911
C -4.259 1.019 -2.423
C 2.751 -2.481 5.403
C -4.260 -1.129 3.412
C 1.899 -3.183 2.879
*
```



(4)
The following is a quantum chemistry calculation of 2 unconnected molecules or ions with the total composition C2H2ClNO2 in a non-equilibrium geometry, from the Open Molecules 2025 dataset.

Calculated values
LUMO ... 0.138 eV
E_tot ... -20209.0833 eV
Maximum force ... 2.5 eV/A
Relative energy (zero: lowest compared OMol25 entry of this formula, charge and spin) ... 437.0 kJ/mol
Structure (SMILES) ... [O-][N+]#CCl.C=O

```
! wB97M-V def2-TZVPD RIJCOSX def2/J DEFGRID3
* xyz 0 1
Cl 2.208 1.208 0.018
N 1.465 -1.345 -0.064
H -1.788 -0.315 -0.075
C 2.139 -0.417 0.153
H -2.567 1.174 0.461
O -0.802 1.359 -0.530
C -1.651 0.753 0.060
O 0.996 -2.418 -0.024
*
```